# 1
39
Properties=species:S:1:pos:R:3:forces:R:3 method="wB97M-V/def2-TZVPD" smiles="CCCCn1c2c(c(=N)c3c1CCC3)CCC2" de_lowest_kcal_mol=16.7 homo_lumo_gap_ha=0.294 e_homo_ev=-7.24 lumo_energy_ev=0.771 total_energy_ev=-18892.59013 spin_multiplicity=1
C 0.679167 4.471406 1.806922 0.0862 -0.1416 0.1754
C 0.746258 3.183983 2.620745 -0.1995 -0.0177 -0.1359
C 0.169403 1.976039 1.883997 0.3331 0.0926 0.0238
C 1.015985 1.558430 0.675081 -0.1716 0.3158 0.4123
N 0.488245 0.374554 0.038559 0.0012 -0.2771 -0.2299
C -0.485344 0.452374 -0.924498 -0.2486 -0.1454 -0.1794
C -1.085350 -0.631030 -1.465932 -0.1085 0.3632 0.0154
C -0.793365 -1.984701 -1.060229 0.2143 0.0802 0.2418
N -1.419521 -2.973537 -1.584841 -0.3068 -0.3225 -0.3187
C 0.240453 -2.008224 -0.042269 0.1792 -0.1063 0.0923
C 0.815745 -0.887707 0.454347 0.0387 -0.2623 -0.0954
C 1.840625 -1.200317 1.507906 0.0847 0.0785 0.0774
C 2.048435 -2.715962 1.350549 -0.0439 -0.0327 -0.0076
C 0.799961 -3.236228 0.620646 -0.1153 0.0490 -0.0418
C -2.063132 -0.232576 -2.529480 0.0383 -0.0879 0.0435
C -2.221932 1.281901 -2.321999 0.0224 -0.0542 -0.0209
C -0.968260 1.730241 -1.550695 0.0312 0.1285 -0.0052
H -0.342181 4.667560 1.487753 -0.1087 0.0605 -0.0719
H 1.015005 5.312734 2.408260 0.0260 0.1316 -0.0272
H 1.312584 4.415342 0.925375 0.0425 0.0697 -0.1317
H 1.783984 2.979206 2.893993 0.0272 -0.0231 0.1076
H 0.183376 3.323403 3.546102 0.0879 -0.0259 0.0509
H -0.846699 2.200136 1.552846 -0.0766 -0.0513 -0.0223
H 0.108970 1.131266 2.573464 -0.0542 -0.0663 -0.0444
H 1.042549 2.361741 -0.062790 0.0937 -0.0766 0.0326
H 2.040072 1.362292 1.000685 -0.0450 0.0524 -0.0941
H -1.132060 -3.876980 -1.214462 0.1446 0.1486 0.1379
H 1.452744 -0.954315 2.500804 0.0410 0.0770 0.0323
H 2.774441 -0.653202 1.368614 -0.0190 0.0542 0.0637
H 2.930176 -2.897894 0.734874 0.0038 0.0067 0.0253
H 2.200121 -3.209026 2.309343 0.0788 -0.0022 -0.0063
H 0.068836 -3.649792 1.322588 -0.0109 -0.0988 -0.0277
H 1.045541 -4.017897 -0.100310 -0.0396 -0.0583 0.0192
H -2.999068 -0.779469 -2.430731 -0.0356 -0.0342 -0.0806
H -1.650400 -0.467137 -3.513374 -0.0578 -0.0578 -0.0838
H -2.334839 1.819004 -3.262156 -0.0532 0.0569 0.0211
H -3.107328 1.475324 -1.715092 0.0001 0.0209 -0.0032
H -1.200245 2.507232 -0.821429 0.0807 0.0772 0.0093
H -0.206117 2.122894 -2.231657 0.0395 0.0787 0.0462

---

# 2
14
Properties=species:S:1:pos:R:3:forces:R:3 method="wB97M-V/def2-TZVPD" de_lowest_kcal_mol=83.0 homo_lumo_gap_ha=0.312 e_homo_ev=-8.56 lumo_energy_ev=-0.075 total_energy_ev=-28084.93620 spin_multiplicity=1
C -1.719811 0.387059 -1.929736 2.2340 -0.1569 -1.6562
C 2.237535 0.074795 1.018620 -0.5285 1.4146 3.4592
C -1.425976 0.621303 -0.516640 -0.0854 -0.9022 1.8458
N -1.822428 0.343986 0.606779 0.8118 0.4113 -2.4844
S 2.592841 -1.520010 1.807463 0.5611 0.0417 -0.5365
Cl -3.549423 -0.717736 0.927279 -0.3122 -0.2268 0.2728
H -2.744867 0.465275 -2.297869 -0.0293 0.0422 0.4385
H -1.021978 1.103784 -2.475357 -1.2869 -0.6278 0.3108
H -1.271210 -0.619710 -2.297784 -0.9031 1.3461 1.1628
H 1.151992 0.008032 0.934894 0.0911 1.0699 0.0132
H 2.676928 0.928716 1.717192 -1.4332 -1.5671 -1.5818
H 2.644797 0.189461 0.067867 0.7466 -0.1016 -1.5452
H -1.340753 0.352125 1.493154 -0.4517 0.1105 0.1230
H 3.592349 -1.617079 0.944140 0.5857 -0.8538 0.1780

---

# 3
9
Properties=species:S:1:pos:R:3:forces:R:3 method="wB97M-V/def2-TZVPD" de_lowest_kcal_mol=88.6 homo_lumo_gap_ha="0.358 / 0.296" e_homo_ev="-11.72 / -9.60" lumo_energy_ev="-1.985 / -1.539" total_energy_ev=-17971.30271 spin_multiplicity=1
N -1.422530 0.495305 1.447531 0.1581 1.1297 -0.2021
N -0.051979 -0.570111 -1.223124 -1.1625 2.7508 -0.0903
O 2.194756 0.803462 -0.842328 -0.8227 -0.5709 -0.1597
O 1.965154 -1.642078 -0.204721 -0.3393 1.0279 -0.1571
S 1.403949 -0.299840 -0.327388 -0.0768 -0.8184 0.2319
H -1.256756 1.233607 0.717196 -0.1693 -0.5636 0.7003
H -1.474842 1.080392 2.307930 0.0303 -0.4632 -0.4141
H -0.813067 0.203515 -1.107145 2.3477 -1.1151 -0.4516
H -0.544685 -1.304254 -0.767952 0.0345 -1.3772 0.5427

---

# 4
60
Properties=species:S:1:pos:R:3:forces:R:3 method="wB97M-V/def2-TZVPD" de_lowest_kcal_mol=118.2 homo_lumo_gap_ha=0.354 e_homo_ev=-9.51 lumo_energy_ev=0.130 total_energy_ev=-37008.46859 spin_multiplicity=1
C -0.769233 1.951803 3.336034 -0.3682 0.3605 -1.3336
C -0.095078 0.976636 2.328877 -0.2847 -0.8782 1.5044
N -0.483255 1.122902 0.929819 1.1944 1.1061 0.1057
C -3.422502 0.864946 -1.551490 1.0248 0.9521 0.5909
C -2.151671 1.410710 -0.876737 1.6162 0.9208 -0.9568
C -1.827563 0.810979 0.513311 -1.8564 1.1812 -1.4448
C -2.963555 1.352469 1.434788 1.1737 -1.8108 -0.2293
O -3.327959 0.738944 2.402786 -0.6048 0.3563 0.1845
H -1.516460 1.431232 3.924076 -0.0402 0.4261 0.2768
H -0.099046 2.592255 3.918637 0.1842 -0.7155 0.2501
H -1.227629 2.688322 2.659554 -0.5132 -0.0760 0.5497
H 0.966901 1.091032 2.577480 0.1624 -0.1806 -1.2668
H -0.313810 -0.077028 2.570201 -0.0449 0.4028 0.2690
H -0.326764 2.116486 0.743779 -0.0327 -0.3182 -0.5809
H -3.295836 -0.186899 -1.791175 -0.2292 -0.1489 0.0287
H -4.251430 1.044493 -0.870248 -0.4535 -0.2687 -0.2615
H -3.551502 1.439615 -2.472165 -0.2904 -0.2496 0.0937
H -1.291453 1.293738 -1.545775 -0.0456 -0.9848 0.1091
H -2.051090 2.513492 -0.936266 -0.9228 -0.1243 0.8177
H -1.996473 -0.229035 0.217595 0.0262 -0.2062 1.1823
H -3.401023 2.292065 1.100589 -0.2779 0.5774 0.1499
H -1.052002 1.470294 -4.618162 0.1028 -0.5332 -0.3229
H -0.013458 0.479467 -3.833924 -1.0291 0.2156 -0.2593
O -0.440860 1.358536 -3.893652 0.5642 0.9547 0.4506
H 3.016548 -1.486422 -3.078740 0.1213 0.0406 -0.6738
H 2.162853 -2.201884 -2.153402 -0.3300 -0.5373 -0.1141
O 2.243265 -2.066691 -3.112945 0.7627 0.4152 0.9779
H 0.081742 2.708194 -2.660486 -0.1026 -0.0877 -0.1179
H 0.035471 4.070617 -1.900708 0.0000 0.0679 -0.1509
O 0.375863 3.174138 -1.858504 0.1317 0.0230 0.1942
H 1.941306 -0.301608 -0.072794 -0.1035 0.0407 0.1345
H 3.167742 -1.077934 -0.408472 -0.0191 -0.1638 0.3557
O 2.863901 -0.175353 -0.310877 0.1529 0.8868 -0.5413
H -3.267924 -1.680251 1.532654 -0.2338 0.2041 0.2256
H -2.869986 -1.704236 3.025007 -0.4427 0.4208 -0.1681
O -2.646584 -2.054940 2.160039 0.3011 -0.5521 -0.1050
H -0.574713 -0.850824 -1.916870 -0.3511 -0.0198 0.1055
H 0.783846 -0.855411 -2.547378 -0.1329 -0.3960 -0.3778
O -0.154328 -0.975843 -2.773450 0.4109 0.0195 0.4059
H -0.735035 -1.228404 0.651142 -0.3143 -0.5091 0.6222
H -0.862469 -2.819894 0.350823 -0.3641 0.3639 0.8414
O -0.508613 -1.967318 0.089338 0.5268 -0.0174 -1.3937
H 0.957285 3.771718 0.726631 0.2621 0.0541 -0.5379
H 0.708504 4.000812 2.179612 0.0489 0.1326 0.4492
O 0.350426 4.218289 1.319862 -0.1342 -0.1287 -0.1211
H 0.742446 -3.678705 -2.662998 -0.0814 -0.2597 -0.1474
H -0.080197 -3.289015 -1.483907 0.0083 -0.0483 -0.0506
O 0.283952 -4.075395 -1.911226 0.0939 0.3040 0.0281
H -0.400494 -1.750015 3.226400 0.5660 0.1341 -0.1649
H -1.211509 -2.853939 3.634733 0.0168 -0.8730 -0.0275
O -0.289840 -2.687526 3.416320 -0.1308 0.4444 0.2658
H 3.097102 1.781859 -0.779406 -0.4461 -0.3269 -0.1054
H 2.300004 2.647884 -1.853138 -0.2676 -0.1608 0.4853
O 3.160856 2.332028 -1.560341 0.7912 0.6071 -0.5038
H 4.927487 -1.653585 0.341783 0.1172 0.2164 0.3308
H 4.511285 -2.393636 1.635461 -0.1328 0.3936 0.3053
O 4.748725 -2.515913 0.720890 0.6883 -0.6305 -0.6731
H 1.514336 -2.363392 1.369509 -0.4296 0.1397 -0.0822
H 2.482216 -3.237613 0.641812 0.2071 0.0700 -0.2425
O 2.135641 -2.337141 0.635975 -0.2457 -1.2256 0.6644

---

# 5
93
Properties=species:S:1:pos:R:3:forces:R:3 method="wB97M-V/def2-TZVPD" total_charge=+3 de_lowest_kcal_mol=5.9 s_squared=0.75 homo_lumo_gap_ha="0.260 / 0.220" e_homo_ev="-15.54 / -15.81" lumo_energy_ev="-8.461 / -9.812" total_energy_ev=-153873.45907 spin_multiplicity=2
Hf 0.505638 1.350260 0.093272 0.3412 0.8093 0.3146
O -0.160186 1.157714 2.213198 -0.2132 0.1620 0.1773
C -1.477189 0.880241 2.797201 0.1170 -0.2892 0.0019
C -2.267629 2.148646 2.977199 -0.0740 0.0718 0.0999
C -2.256799 3.010088 1.712981 0.1148 0.0155 -0.2589
C -2.707134 2.234282 0.500522 0.0401 -0.0383 0.0777
C -4.045026 2.262959 0.132922 0.0400 0.0408 0.0043
C -4.499054 1.502419 -0.930458 0.0026 -0.0250 -0.0228
C -3.597191 0.679038 -1.591208 0.0330 0.0295 0.0550
C -2.287054 0.676156 -1.166553 -0.0745 -0.0056 -0.0439
N -1.817003 1.455587 -0.169620 -0.3519 -0.0644 0.0297
H 0.342498 1.746339 2.795374 -0.0603 -0.0381 0.0423
H -1.319081 0.348187 3.732992 0.0059 0.0097 0.0093
H -1.934506 0.198402 2.088953 -0.0343 -0.0276 0.0061
H -1.883826 2.735261 3.815099 0.0281 -0.0015 -0.0076
H -3.284096 1.858102 3.253239 -0.0232 0.0257 -0.0334
H -1.249916 3.394125 1.552077 -0.0038 0.0471 0.0045
H -2.892546 3.884193 1.846987 -0.0700 -0.0508 0.0231
H -4.725086 2.896158 0.687391 -0.0084 -0.0092 0.0013
H -5.539646 1.537030 -1.225893 -0.0004 -0.0010 -0.0071
H -3.902878 0.036924 -2.405333 0.0003 -0.0022 -0.0037
H -1.566211 0.018073 -1.637118 -0.0063 0.0032 -0.0285
C -1.614916 4.182941 -1.890122 0.0338 -0.0644 -0.0191
C -0.475126 4.560023 -1.002724 -0.0143 -0.0192 -0.0383
N 0.277416 3.769499 -0.246258 -0.0707 0.1124 -0.0109
C 1.187741 4.538047 0.475732 0.0807 0.0891 -0.0270
C 1.125654 5.873188 0.253627 0.0039 -0.1239 -0.0032
S -0.087888 6.210925 -0.884186 -0.0150 0.0119 0.0262
C 2.099745 3.864383 1.386103 0.0615 0.1016 -0.0510
C 3.141167 4.398604 2.073458 -0.0862 -0.0414 -0.0513
S 3.922203 3.190404 2.981365 -0.0120 -0.0235 0.0152
C 2.830005 2.024873 2.418574 -0.0419 0.0586 -0.0429
N 1.921656 2.509996 1.578801 0.2656 -0.1205 0.4638
C 2.912620 0.599794 2.843206 -0.0356 -0.0818 -0.0189
H -1.806479 3.120341 -1.866424 -0.0009 -0.0383 -0.0319
H -1.411646 4.482754 -2.918654 0.0014 0.0060 -0.0067
H -2.520700 4.699350 -1.569092 0.0097 0.0208 -0.0261
H 1.721607 6.653497 0.697864 0.0087 0.0011 -0.0047
H 3.490456 5.418097 2.082939 -0.0100 0.0085 -0.0149
H 3.950725 0.281853 2.928445 -0.0053 0.0025 0.0165
H 2.420018 -0.043720 2.114144 -0.0114 -0.0060 0.0038
H 2.436758 0.447860 3.814692 0.0149 0.0091 0.0054
S 2.834517 1.220681 -0.785162 0.1726 -0.0496 -0.2311
C 2.017732 1.361755 -2.325687 -0.1710 -0.0878 0.0653
C 2.647178 1.423857 -3.561485 -0.0152 -0.0092 0.0419
C 1.863768 1.587025 -4.686238 0.0711 0.0037 -0.0583
C 0.478577 1.666529 -4.557308 -0.0938 0.0034 0.0725
C -0.074284 1.583098 -3.302157 0.1464 0.1113 -0.0598
N 0.675670 1.445091 -2.187206 -0.1786 -0.1340 -0.4015
H 3.724297 1.357412 -3.619876 0.0061 -0.0076 0.0121
H 2.325319 1.649820 -5.663275 -0.0036 -0.0030 -0.0036
H -0.161032 1.779228 -5.420713 0.0012 0.0033 -0.0035
H -1.144748 1.615845 -3.176844 -0.0462 0.0238 0.0136
C -0.429583 -1.876270 -3.227851 0.0315 0.0197 0.0555
Si 0.709889 -2.698037 -1.977821 0.0772 -0.1927 -0.0768
C 2.506034 -2.447143 -2.422569 -0.0675 0.0039 0.0439
C 0.242796 -4.503810 -1.989745 0.0147 0.0518 0.0137
Ge 0.107063 -1.483098 0.142164 0.0712 -0.4893 0.0933
Si 2.076503 -2.920264 1.228613 -0.0683 0.0812 -0.2225
C 3.688663 -2.067728 0.817860 -0.0493 -0.0535 0.1062
C 2.227843 -4.718345 0.814857 0.1183 0.0650 0.1174
C 1.406111 -2.624169 2.959422 0.1035 -0.0356 -0.0617
Si -1.778024 -2.814945 1.039356 -0.0722 -0.0430 -0.0824
C -3.140004 -2.701935 -0.251202 0.0272 -0.0414 0.0946
C -1.300066 -4.613286 1.252013 -0.0307 0.0691 0.0628
C -2.484804 -2.290445 2.702076 0.0208 -0.0532 -0.0868
H -0.263296 -2.397255 -4.176544 0.0033 -0.0299 0.0031
H -0.219038 -0.824463 -3.402313 0.0250 0.0122 0.0082
H -1.484397 -2.003195 -2.977978 -0.0048 0.0020 0.0188
H 2.630374 -2.654041 -3.489067 -0.0122 0.0068 -0.0148
H 3.145125 -3.150979 -1.887915 0.0030 0.0055 -0.0130
H 2.873299 -1.438967 -2.224332 -0.0287 -0.0032 0.0049
H 0.526119 -4.879517 -2.978921 -0.0006 0.0107 -0.0138
H -0.833642 -4.650224 -1.892345 -0.0111 0.0219 0.0104
H 0.747920 -5.126485 -1.256043 -0.0163 0.0363 -0.0447
H 4.230038 -2.664502 0.083601 -0.0004 0.0007 -0.0003
H 4.302253 -2.037804 1.723910 0.0001 -0.0103 0.0047
H 3.604706 -1.056611 0.425142 -0.0251 -0.0382 0.0017
H 2.672892 -4.879503 -0.166660 -0.0292 -0.0032 0.0082
H 1.330596 -5.319631 0.924171 -0.0172 0.0425 0.0132
H 2.956616 -5.088385 1.549637 -0.0009 -0.0164 -0.0096
H 0.909971 -1.664315 3.101111 0.0046 0.0341 -0.0091
H 2.250338 -2.676123 3.655785 0.0014 -0.0147 0.0106
H 0.704618 -3.414548 3.227342 -0.0006 0.0205 -0.0063
H -2.815364 -2.946537 -1.263508 0.0399 0.0016 -0.0009
H -3.616443 -1.721902 -0.261681 0.0017 0.0351 -0.0087
H -3.908951 -3.430375 0.022074 -0.0133 0.0079 -0.0073
H -0.780710 -5.061226 0.410788 -0.0015 0.0202 -0.0495
H -2.240669 -5.159049 1.376591 -0.0046 0.0054 0.0090
H -0.722018 -4.785827 2.161271 0.0195 -0.0049 -0.0334
H -3.172100 -1.446255 2.653972 0.0036 0.0386 -0.0194
H -1.731119 -2.101101 3.466965 0.0203 0.0152 0.0024
H -3.073616 -3.144926 3.048984 -0.0011 0.0032 0.0060